4 unconnected molecules or ions with the total composition C3H15NO3. Source: the OMol25 dataset; level of theory: ωB97M-V/def2-TZVPD.

Geometry (Å):
C -1.5778 -0.1589 3.5498
C -1.0943 -0.5245 2.2162
C -0.9278 0.6061 1.1842
N 0.1324 -1.3153 2.2343
H -2.1362 -0.9454 3.8925
H -0.7191 -0.0867 4.2554
H -2.0921 0.8120 3.4368
H -1.9002 -1.1752 1.7805
H -1.3696 0.2470 0.2620
H -1.6324 1.4447 1.4342
H 0.2215 0.7753 1.0977
H 0.0048 -2.1943 2.7050
H 0.8022 -0.8189 2.8902
H 0.1071 0.6700 -2.9961
H -0.7594 0.3767 -1.9101
O -0.6672 1.0651 -2.5814
H 0.2350 -2.0623 0.1416
H 0.4884 -2.7551 -1.1588
O 0.5668 -1.8875 -0.7806
H 2.9791 2.6755 -3.8915
H 3.4207 2.5163 -5.3177
O 2.9782 2.0964 -4.6333

The LUMO energy (alpha / beta) comes out at -3.79 / -9.77 eV. As for the HOMO energy (alpha / beta): -13.35 / -13.35 eV. For the frontier orbital gap (alpha / beta), the calculation gives 9.55 / 3.58 eV. Its spin multiplicity is 2. As for the charge: +1.